20
Properties=species:S:1:pos:R:3:nbo_charge:R:1 method="wB97M-V/def2-TZVPD" mol_weight_g_mol=123.18 e_tot_ha=-382.38745 charge=+1 e_above_lowest_kcal_mol=148.2 e_homo_ev="-13.01 / -13.01" gap_ev="9.08 / 9.08"
C 0.934 3.150 0.197 -0.04
C 0.983 1.955 0.086 -0.17
C 1.339 -1.720 0.734 -0.36
C 1.581 -0.396 0.822 -0.27
C -0.763 -0.018 -0.532 0.04
C -3.018 -0.800 0.064 -0.43
C 1.393 0.663 -0.233 0.30
N -1.662 -0.490 0.231 -0.49
N 2.074 0.474 -1.363 -0.70
H 0.865 4.248 0.310 0.28
H 1.697 -2.237 1.640 0.23
H 0.731 -2.238 -0.015 0.22
H 2.044 -0.190 1.869 0.26
H -1.245 0.155 -1.547 0.14
H -3.325 -1.761 0.503 0.24
H -3.104 -0.851 -1.014 0.23
H -3.562 -0.095 0.639 0.23
H 2.366 -0.479 -1.553 0.44
H 1.857 1.277 -1.948 0.43
H -1.186 -0.648 1.108 0.41